(1)
Formula: C3H3N5
Source: the OMol25 dataset
Level of theory: the ωB97M-V functional and the def2-TZVPD basis

Properties
Orbital gap, eV: 8.8
HOMO level, eV: -10.1

Each atom is followed by the atoms it is bonded to, with distances in Å.
Element x y z (Å)
1 C -1.242 0.419 -0.292  N7 1.346, N8 1.388, N11 1.517
2 C 1.336 0.629 0.274  C3 1.368, H5 0.987, N9 1.434
3 C 1.073 -0.711 0.200  C2 1.368, H6 1.123, N10 1.419
4 H -1.940 -1.043 0.709  N7 1.245
5 H 1.882 1.009 1.004  C2 0.987
6 H 1.545 -1.578 0.734  C3 1.123
7 N -2.023 0.196 0.782  C1 1.346, H4 1.245
8 N -0.658 1.584 -0.769  C1 1.388, N9 1.335
9 N 0.670 1.498 -0.652  C2 1.434, N8 1.335
10 N 0.227 -1.256 -0.801  C3 1.419, N11 1.270
11 N -0.869 -0.746 -1.189  C1 1.517, N10 1.270

How positive or negative is each atom? The natural (NBO) charges in e answer that: number 1, C, carries 0.397; number 2, C, carries -0.062; number 3, C, carries -0.095; number 4, H, carries 0.341; number 5, H, carries 0.219; number 6, H, carries 0.243; number 7, N, carries -0.565; number 8, N, carries -0.120; number 9, N, carries -0.113; number 10, N, carries -0.135; number 11, N, carries -0.109


(2)
Formula: C3H3N5
Source: the OMol25 dataset
Level of theory: the ωB97M-V functional and the def2-TZVPD basis

Properties
Orbital gap, eV: 8.8
HOMO level, eV: -10.0

Each atom is followed by the atoms it is bonded to, with distances in Å.
Element x y z (Å)
1 C 1.241 0.036 -0.129  C2 1.613, N7 1.342, N11 1.447
2 C 0.384 1.339 -0.541  C1 1.613, H5 1.160, N8 1.204
3 C -0.716 -1.282 -0.485  H6 1.202, N10 1.422, N11 1.311
4 H 2.796 0.575 0.948  N7 1.217
5 H 0.733 2.241 -1.182  C2 1.160
6 H -1.296 -2.332 -0.419  C3 1.202
7 N 2.045 -0.379 0.862  C1 1.342, H4 1.217
8 N -0.786 1.330 -0.256  C2 1.204, N9 1.396
9 N -1.385 0.585 0.762  N8 1.396, N10 1.279
10 N -1.497 -0.669 0.532  C3 1.422, N9 1.279
11 N 0.525 -1.017 -0.816  C1 1.447, C3 1.311

How positive or negative is each atom? The natural (NBO) charges in e answer that: number 1, C, carries 0.320; number 2, C, carries 0.085; number 3, C, carries 0.204; number 4, H, carries 0.343; number 5, H, carries 0.220; number 6, H, carries 0.230; number 7, N, carries -0.571; number 8, N, carries -0.266; number 9, N, carries 0.076; number 10, N, carries -0.225; number 11, N, carries -0.415


(3)
Formula: C3H3N5
Source: the OMol25 dataset
Level of theory: the ωB97M-V functional and the def2-TZVPD basis

Properties
Orbital gap, eV: 9.0
HOMO level, eV: -9.6

Each atom is followed by the atoms it is bonded to, with distances in Å.
Element x y z (Å)
1 C -1.040 -0.146 -0.070  C2 1.507, N7 1.392, N11 1.451
2 C -0.857 1.325 -0.344  C1 1.507, H5 1.159, N8 1.215
3 C 1.192 -0.897 -0.521  H6 1.098, N10 1.613, N11 1.281
4 H -1.296 -1.807 1.074  N7 1.202
5 H -1.404 2.119 -0.987  C2 1.159
6 H 2.044 -1.303 -1.083  C3 1.098
7 N -1.644 -0.657 1.075  C1 1.392, H4 1.202
8 N 0.302 1.614 -0.123  C2 1.215, N9 1.396
9 N 1.076 0.979 0.849  N8 1.396, N10 1.359
10 N 1.695 -0.231 0.860  C3 1.613, N9 1.359
11 N -0.068 -0.997 -0.730  C1 1.451, C3 1.281

How positive or negative is each atom? The natural (NBO) charges in e answer that: number 1, C, carries 0.315; number 2, C, carries 0.046; number 3, C, carries 0.247; number 4, H, carries 0.340; number 5, H, carries 0.237; number 6, H, carries 0.205; number 7, N, carries -0.573; number 8, N, carries -0.225; number 9, N, carries 0.019; number 10, N, carries -0.161; number 11, N, carries -0.450


Most stable structure - (1); separation to the second - 5.4 kJ/mol.


(1)
Formula: C6H16N2
Source: the OMol25 dataset
Level of theory: the ωB97M-V functional and the def2-TZVPD basis

Properties
Orbital gap (alpha / beta), eV: 12.1 / 5.4
HOMO level (alpha / beta), eV: -14.9 / -13.8
<S²>: 0.755
Multiplicity: 2
Total charge: +1

Each atom is followed by the atoms it is bonded to, with distances in Å.
Element x y z (Å)
1 N 0.746 1.754 0.833  C2 1.448, H9 1.021, H10 1.024
2 C -0.500 1.020 0.757  N1 1.448, C3 1.514, C6 1.593, H11 1.117
3 C -0.894 0.852 -0.696  C2 1.514, C4 1.548, H12 1.085, H13 1.085
4 C 0.089 0.028 -1.564  C3 1.548, C5 1.522, H14 1.095, H15 1.097
5 C 0.618 0.750 -2.794  C4 1.522, H16 1.088, H17 1.090, H18 1.095
6 C -0.752 -0.153 1.805  C2 1.593, N7 1.419, H19 1.094, H20 1.095
7 N 0.335 -1.065 1.850  C6 1.419, C8 1.477, H21 1.013
8 C 0.221 -2.267 0.998  N7 1.477, H22 1.092, H23 1.093, H24 1.088
9 H 1.128 1.734 1.780  N1 1.021
10 H 1.457 1.377 0.200  N1 1.024
11 H -1.104 1.823 1.243  C2 1.117
12 H -1.885 0.420 -0.784  C3 1.085
13 H -0.786 1.871 -1.055  C3 1.085
14 H -0.376 -0.919 -1.858  C4 1.095
15 H 0.935 -0.385 -1.001  C4 1.097
16 H -0.130 0.781 -3.583  C5 1.088
17 H 1.532 0.276 -3.151  C5 1.090
18 H 0.938 1.780 -2.599  C5 1.095
19 H -0.917 0.324 2.775  C6 1.094
20 H -1.718 -0.648 1.659  C6 1.095
21 H 0.396 -1.441 2.789  N7 1.013
22 H 0.711 -2.276 0.023  C8 1.092
23 H 0.783 -3.081 1.461  C8 1.093
24 H -0.826 -2.553 0.912  C8 1.088

How positive or negative is each atom? The natural (NBO) charges in e answer that: number 1, N, carries -0.530; number 2, C, carries -0.051; number 3, C, carries -0.437; number 4, C, carries -0.417; number 5, C, carries -0.615; number 6, C, carries -0.228; number 7, N, carries -0.461; number 8, C, carries -0.453; number 9, H, carries 0.391; number 10, H, carries 0.392; number 11, H, carries 0.286; number 12, H, carries 0.241; number 13, H, carries 0.244; number 14, H, carries 0.225; number 15, H, carries 0.188; number 16, H, carries 0.228; number 17, H, carries 0.229; number 18, H, carries 0.206; number 19, H, carries 0.232; number 20, H, carries 0.258; number 21, H, carries 0.402; number 22, H, carries 0.230; number 23, H, carries 0.236; number 24, H, carries 0.206


(2)
Formula: C6H16N2
Source: the OMol25 dataset
Level of theory: the ωB97M-V functional and the def2-TZVPD basis

Properties
Orbital gap (alpha / beta), eV: 4.8 / 5.0
HOMO level (alpha / beta), eV: -14.0 / -14.0
<S²>: 0.769
Multiplicity: 2
Total charge: +1

Each atom is followed by the atoms it is bonded to, with distances in Å.
Element x y z (Å)
1 C 2.682 0.595 -1.039  N2 1.528, C8 1.493, H9 1.162, H10 1.100
2 N 2.406 -0.496 -0.007  C1 1.528, C3 1.415, H11 1.052
3 C 2.392 -0.069 1.343  N2 1.415, C4 1.565, H12 1.071, H13 1.101
4 C 0.922 0.300 1.732  C3 1.565, N5 1.399, H14 1.073, H15 1.097
5 N -0.068 -0.060 0.810  C4 1.399
6 C -3.687 0.150 0.264  C7 1.467, H16 1.128, H17 1.131, H18 1.082
7 C -3.845 -1.283 -0.007  C6 1.467, H19 1.090, H20 1.151, H21 1.061
8 C 1.878 0.363 -2.276  C1 1.493, H22 1.077, H23 1.125, H24 1.051
9 H 3.820 0.730 -1.232  C1 1.162
10 H 2.230 1.537 -0.695  C1 1.100
11 H 1.373 -0.673 -0.106  N2 1.052
12 H 2.875 0.886 1.350  C3 1.071
13 H 2.728 -0.839 2.053  C3 1.101
14 H 0.918 -0.072 2.738  C4 1.073
15 H 0.924 1.392 1.834  C4 1.097
16 H -4.495 0.884 -0.022  C6 1.128
17 H -2.713 0.427 -0.240  C6 1.131
18 H -3.551 0.423 1.301  C6 1.082
19 H -2.988 -1.865 0.329  C7 1.090
20 H -4.707 -1.783 0.570  C7 1.151
21 H -3.948 -1.437 -1.053  C7 1.061
22 H 2.150 -0.568 -2.741  C8 1.077
23 H 0.782 0.210 -2.071  C8 1.125
24 H 1.922 1.250 -2.837  C8 1.051

How positive or negative is each atom? The natural (NBO) charges in e answer that: number 1, C, carries -0.238; number 2, N, carries -0.423; number 3, C, carries -0.185; number 4, C, carries -0.509; number 5, N, carries 0.257; number 6, C, carries -0.605; number 7, C, carries -0.608; number 8, C, carries -0.626; number 9, H, carries 0.246; number 10, H, carries 0.195; number 11, H, carries 0.368; number 12, H, carries 0.241; number 13, H, carries 0.282; number 14, H, carries 0.307; number 15, H, carries 0.386; number 16, H, carries 0.227; number 17, H, carries 0.178; number 18, H, carries 0.198; number 19, H, carries 0.193; number 20, H, carries 0.215; number 21, H, carries 0.213; number 22, H, carries 0.236; number 23, H, carries 0.208; number 24, H, carries 0.245


Most stable structure - (1); separation to the second - 528.7 kJ/mol.